The following is a quantum chemistry calculation of a structure of composition C50H38ClIN3OP2Sc, from the OMol25 dataset.

Positions of all 97 atoms, in Å:
Sc (0.0036, -0.9666, -0.2546)
C (-2.7496, -1.9338, 0.6845)
P (-2.7345, -0.3069, -0.2167)
C (-3.4526, -0.3689, -1.8948)
C (-3.4780, -1.5752, -2.5398)
C (-2.0241, -0.7862, -4.4365)
C (-2.6338, 0.5366, -4.7896)
C (-3.2885, 1.2774, -3.8733)
C (-3.4464, 0.9181, -2.4993)
C (-3.8200, 0.7272, 0.8107)
C (-3.3542, 1.2350, 2.0248)
C (-4.1874, 2.0117, 2.8164)
C (-5.4826, 2.2975, 2.4082)
C (-5.9523, 1.7932, 1.2043)
C (-5.1259, 1.0086, 0.4121)
C (-1.8800, -1.6321, 1.8876)
C (-2.0914, -1.8554, 3.2255)
C (-1.0966, -1.1175, 3.9212)
C (-0.3299, -0.4762, 2.9722)
C (0.7027, 0.5985, 3.2103)
P (1.8367, 1.0549, 1.8386)
C (2.5606, 2.6380, 2.3922)
C (3.7994, 2.9646, 1.8409)
C (4.3894, 4.1875, 2.1252)
C (3.7470, 5.0944, 2.9545)
C (2.5101, 4.7792, 3.5002)
C (1.9176, 3.5578, 3.2170)
C (3.0817, -0.0735, 1.5389)
C (4.2008, -1.6995, -0.1585)
C (4.9810, -2.5670, 0.7955)
C (5.3502, -2.2464, 2.0394)
C (5.0506, -1.0480, 2.8092)
C (4.0766, -0.1359, 2.5712)
N (-0.7835, -0.8000, 1.7206)
H (-2.3701, -2.7388, 0.0487)
H (-3.7595, -2.1998, 0.9997)
H (-3.5659, -2.4732, -1.9388)
H (-1.5042, -1.1919, -5.3075)
H (-2.5481, 0.8895, -5.8099)
H (-3.6469, 2.2605, -4.1596)
H (-3.5651, 1.7570, -1.8192)
H (-2.3504, 1.0112, 2.3638)
H (-3.8201, 2.3895, 3.7623)
H (-6.1262, 2.9062, 3.0303)
H (-6.9648, 2.0013, 0.8832)
H (-5.5094, 0.6057, -0.5173)
H (-2.8880, -2.4426, 3.6562)
H (-0.9733, -1.0436, 4.9913)
H (1.4240, 0.2723, 3.9678)
H (0.2100, 1.4846, 3.6172)
H (4.2901, 2.2451, 1.1951)
H (5.3548, 4.4265, 1.6981)
H (4.2091, 6.0478, 3.1769)
H (2.0068, 5.4843, 4.1490)
H (0.9514, 3.3381, 3.6510)
H (3.8373, -2.3605, -0.9538)
H (5.2851, -3.5384, 0.4186)
H (5.9626, -2.9792, 2.5590)
H (5.6612, -0.8914, 3.6900)
H (4.0522, 0.6677, 3.3066)
Cl (-1.8093, -6.0368, -4.8660)
C (-1.1683, -5.0557, -3.5855)
C (-0.3666, -5.6572, -2.6506)
C (0.0859, -4.9379, -1.5449)
I (1.1933, -5.8814, -0.0926)
C (-0.2013, -3.5676, -1.4181)
O (0.1616, -2.8929, -0.3566)
C (-0.8497, -2.9080, -2.4778)
N (-0.6376, -1.5018, -2.4562)
C (-1.0304, -0.6319, -3.3061)
C (-3.1262, -1.8047, -3.9973)
C (-2.5978, -3.1796, -4.2201)
C (-1.5330, -3.6742, -3.4946)
H (-0.1270, -6.7063, -2.7521)
H (-0.6824, 0.3827, -3.1229)
H (-4.0034, -1.6486, -4.6301)
H (-3.0422, -3.7972, -4.9868)
C (5.0987, -0.6860, -0.8213)
C (4.7890, 0.4748, -1.4104)
C (3.4971, 1.1350, -1.5011)
C (2.3165, 0.6547, -1.0659)
N (1.9818, -0.5549, -0.4956)
C (2.9058, -1.1383, 0.4724)
C (1.1645, 1.5785, -0.8832)
C (0.5122, 2.3267, -1.8550)
C (-0.5919, 3.0995, -1.5127)
C (-1.0456, 3.1383, -0.2007)
C (-0.3680, 2.4332, 0.7861)
C (0.7358, 1.6543, 0.4570)
H (6.1489, -0.9602, -0.8326)
H (5.6167, 1.0311, -1.8392)
H (3.4977, 2.1612, -1.8523)
H (2.4003, -2.0229, 0.8778)
H (0.8662, 2.2822, -2.8785)
H (-1.1122, 3.6628, -2.2780)
H (-1.9219, 3.7181, 0.0609)
H (-0.7061, 2.4921, 1.8135)

Force components x, y, z for each atom (eV/Å):
Sc 0.39 0.81 -0.25
C -0.14 0.06 0.12
P 0.02 -0.05 0.00
C 0.04 -0.13 -0.06
C 0.04 -0.01 0.04
C 0.16 0.13 0.03
C 0.04 -0.12 -0.13
C -0.07 -0.03 0.27
C 0.03 0.14 -0.15
C -0.02 0.05 -0.05
C -0.04 -0.01 0.00
C 0.03 -0.01 0.03
C 0.00 0.00 -0.02
C 0.03 0.00 0.02
C -0.04 -0.01 0.02
C 0.03 0.13 -0.07
C -0.03 0.10 0.05
C -0.03 -0.03 0.02
C 0.05 0.03 -0.11
C 0.03 -0.09 0.05
P -0.45 0.07 0.05
C 0.09 -0.04 -0.09
C -0.02 0.05 -0.01
C 0.00 -0.06 -0.03
C -0.02 0.03 0.02
C 0.06 0.00 -0.03
C -0.03 -0.02 0.04
C 0.43 -0.34 0.06
C 0.09 -0.03 -0.04
C -0.02 0.00 -0.03
C 0.01 0.09 0.16
C 0.04 -0.24 -0.20
C -0.11 0.15 -0.01
N -0.07 -0.03 0.11
H 0.05 0.03 -0.03
H 0.01 -0.04 0.01
H 0.01 0.00 0.00
H -0.05 -0.02 -0.02
H 0.01 0.01 0.02
H 0.02 0.01 -0.01
H -0.04 -0.01 0.02
H -0.02 -0.07 -0.02
H -0.01 0.00 0.00
H 0.00 0.00 0.00
H 0.00 0.00 0.00
H 0.03 -0.01 -0.02
H 0.01 0.01 0.00
H -0.01 -0.01 -0.01
H -0.05 0.01 0.06
H 0.00 0.02 -0.01
H 0.01 0.01 0.01
H -0.01 0.01 0.00
H 0.00 0.00 0.00
H -0.01 -0.01 0.00
H 0.01 0.00 0.00
H -0.02 0.01 0.00
H -0.01 0.01 -0.02
H 0.00 0.02 0.01
H 0.00 0.02 0.00
H -0.05 0.02 -0.04
Cl 0.01 0.01 0.02
C 0.02 -0.01 0.04
C -0.03 0.00 -0.02
C -0.26 -0.04 -0.19
I 0.12 -0.01 0.19
C 0.20 -0.01 0.10
O 0.08 -0.75 -0.15
C -0.07 0.27 -0.27
N -0.14 -0.59 0.16
C -0.04 0.12 -0.03
C -0.14 -0.07 0.12
C 0.04 -0.01 -0.05
C -0.06 -0.01 0.01
H 0.01 0.00 0.01
H -0.01 0.00 -0.02
H 0.02 0.02 -0.03
H -0.02 0.01 0.01
C 0.05 0.01 0.01
C -0.14 0.06 -0.01
C 0.15 -0.07 0.04
C -0.23 0.09 0.14
N 0.05 -0.06 -0.23
C -0.15 0.31 0.11
C 0.02 0.12 0.12
C -0.07 -0.07 0.01
C -0.05 0.03 0.03
C 0.04 -0.04 -0.02
C -0.03 0.01 -0.03
C 0.23 0.05 0.21
H -0.01 -0.03 0.03
H -0.01 0.00 -0.01
H 0.01 0.00 -0.01
H -0.02 -0.01 0.00
H 0.00 0.00 0.00
H 0.01 -0.01 0.00
H 0.00 0.00 -0.01
H 0.02 0.05 -0.03

Results
net charge = 0
HOMO-LUMO gap (alpha / beta) = 4.358 / 4.419 eV
ΔE to the lowest compared entry with this formula, charge and spin = 714.5 kJ/mol
HOMO (alpha / beta) = -5.9 / -5.9 eV

Here are the Mulliken charges for atoms 1 to 6, given in e: -1.5843 -1.1924 1.9418 1.6605 -1.7550 0.2071



The following is a quantum chemistry calculation of a structure of composition C50H39CsN14O4S, from the OMol25 dataset.

Positions of all 109 atoms, in Å:
Cs (0.4549, -0.2955, -1.4207)
O (0.0518, -3.5400, 2.2085)
C (1.2070, -4.1867, 2.3982)
C (1.3242, -5.0176, 3.5178)
C (2.4941, -5.7110, 3.7568)
C (3.5740, -5.5936, 2.8856)
C (3.4613, -4.7699, 1.7787)
C (2.2942, -4.0570, 1.5128)
C (2.1922, -3.1446, 0.3292)
O (1.0998, -2.5226, 0.1574)
N (3.2623, -3.1000, -0.4598)
N (3.0843, -2.2262, -1.4849)
C (3.9499, -2.2839, -2.4202)
C (3.8424, -1.4358, -3.6139)
C (4.8140, -1.5408, -4.6154)
C (4.6846, -0.7894, -5.7685)
C (3.5798, 0.0375, -5.9082)
C (2.6657, 0.0914, -4.8614)
N (2.8019, -0.6006, -3.7339)
H (0.1967, -3.0113, 1.3617)
H (0.4720, -5.0957, 4.1815)
H (2.5678, -6.3473, 4.6317)
H (4.4930, -6.1342, 3.0750)
H (4.2817, -4.6493, 1.0843)
H (4.7774, -2.9972, -2.3744)
H (5.6503, -2.2147, -4.4763)
H (5.4284, -0.8584, -6.5541)
H (3.4133, 0.6245, -6.8019)
H (1.7713, 0.7036, -4.9436)
N (-8.3518, 3.1653, -2.3333)
C (-7.2371, 3.0606, -2.6008)
C (-5.8474, 2.9245, -2.9391)
C (-5.0310, 4.0540, -3.0199)
C (-3.6987, 3.9138, -3.3539)
C (-3.1610, 2.6560, -3.6247)
C (-3.9826, 1.5355, -3.5382)
C (-5.3170, 1.6625, -3.1958)
C (-1.7347, 2.5031, -4.0232)
C (-0.7737, 3.0220, -3.1588)
C (0.6547, 3.0252, -3.2833)
C (1.1328, 3.6188, -2.1461)
C (-0.0196, 3.9547, -1.3648)
N (-1.1435, 3.6158, -1.9490)
C (-1.5013, 1.8460, -5.2472)
C (-2.4815, 1.4692, -6.2155)
C (-1.7941, 0.8921, -7.2591)
C (-0.4261, 0.9375, -6.8796)
N (-0.2421, 1.5053, -5.7023)
H (-5.4493, 5.0305, -2.8139)
H (-3.0502, 4.7769, -3.3979)
H (-3.5657, 0.5620, -3.7601)
H (-5.9558, 0.7903, -3.1356)
H (1.1925, 2.6146, -4.1192)
H (2.1633, 3.7871, -1.8690)
H (-0.0184, 4.4200, -0.3866)
H (-3.5470, 1.6248, -6.1432)
H (-2.2024, 0.4768, -8.1685)
H (0.4145, 0.5446, -7.4408)
C (-3.6465, -3.7078, 8.3625)
O (-2.3473, -3.7624, 7.8237)
C (-1.7081, -2.5605, 7.6313)
C (-0.5763, -2.5884, 6.8152)
C (0.1296, -1.4325, 6.5714)
C (-0.2785, -0.2152, 7.1316)
C (-1.3785, -0.2053, 7.9682)
C (-2.1068, -1.3691, 8.2137)
N (0.5141, 0.9611, 6.9804)
N (0.7900, 1.4360, 5.8513)
C (0.2372, 1.0582, 4.6364)
C (-1.0168, 0.4809, 4.4091)
C (-1.4969, 0.2284, 3.1475)
C (-0.7640, 0.5172, 1.9623)
O (-1.2108, 0.2778, 0.8170)
C (0.5632, 1.1340, 2.1728)
N (1.3140, 1.3687, 1.0762)
C (2.5101, 1.8896, 1.2146)
C (3.0242, 2.2612, 2.4675)
C (2.2868, 2.0158, 3.5911)
C (1.0147, 1.4131, 3.4808)
H (-4.0720, -4.7027, 8.2476)
H (-4.2696, -2.9842, 7.8286)
H (-3.6353, -3.4460, 9.4262)
H (-0.2781, -3.5273, 6.3674)
H (0.9891, -1.4518, 5.9131)
H (-1.6772, 0.7306, 8.4250)
H (-2.9706, -1.3253, 8.8627)
H (-1.6622, 0.2516, 5.2451)
H (-2.4797, -0.2106, 3.0222)
H (3.0942, 2.0270, 0.3093)
H (4.0082, 2.7099, 2.5368)
H (2.6587, 2.2603, 4.5765)
N (-3.0824, -0.5589, -0.7481)
C (-3.9707, -1.2401, -1.4599)
N (-5.2435, -1.3285, -0.9568)
N (-3.7293, -1.8491, -2.5992)
C (-2.4750, -1.8456, -3.0437)
N (-1.4133, -1.9013, -3.5094)
H (-3.2218, -0.2145, 0.1879)
H (-2.1299, -0.5175, -1.0520)
H (-5.5543, -0.5572, -0.3894)
H (-5.9132, -1.6612, -1.6307)
S (4.5715, 4.0298, -3.7938)
C (4.8623, 4.7391, -2.2659)
C (4.9520, 3.7667, -1.3222)
N (4.8072, 2.4832, -1.7788)
C (4.6034, 2.4747, -3.0572)
H (4.9220, 5.8058, -2.1326)
H (5.1040, 3.9387, -0.2666)
H (4.4365, 1.5800, -3.6390)

Force components x, y, z for each atom (eV/Å):
Cs 0.59 0.32 -0.70
O -0.01 0.01 -0.08
C 0.04 -0.03 -0.02
C -0.02 0.00 -0.01
C 0.01 0.00 0.00
C 0.01 0.00 0.01
C 0.00 0.00 0.02
C 0.10 0.05 0.05
C -0.17 0.04 -0.14
O 0.12 -0.33 0.32
N 0.03 0.00 0.04
N -0.12 -0.05 -0.05
C 0.05 0.05 0.04
C 0.06 0.05 0.06
C 0.01 -0.01 0.04
C -0.02 0.02 -0.02
C 0.01 0.00 -0.01
C -0.03 -0.02 0.01
N -0.06 -0.09 -0.04
H 0.03 0.04 0.08
H -0.01 -0.01 0.01
H 0.00 0.00 0.00
H 0.00 0.00 -0.01
H 0.00 0.00 0.00
H 0.00 0.01 0.01
H 0.00 0.00 0.00
H 0.00 0.00 0.00
H 0.00 0.00 0.00
H 0.00 0.03 -0.02
N -0.01 0.00 0.00
C 0.01 0.01 0.01
C 0.02 0.00 -0.01
C -0.04 -0.01 0.01
C 0.02 0.01 0.02
C 0.00 0.06 -0.02
C 0.01 -0.01 -0.02
C -0.04 -0.03 0.02
C 0.10 0.08 0.03
C -0.05 -0.04 0.00
C -0.01 0.01 0.02
C 0.04 -0.08 0.01
C -0.05 0.00 0.01
N -0.03 -0.06 0.05
C 0.03 -0.06 -0.13
C -0.02 0.06 0.09
C 0.05 -0.03 -0.06
C -0.04 -0.03 -0.05
N 0.00 0.02 0.06
H 0.01 0.00 0.00
H -0.02 -0.01 0.00
H -0.02 0.00 0.03
H 0.03 -0.01 -0.01
H 0.05 0.07 -0.02
H 0.01 -0.01 0.00
H 0.00 0.00 0.00
H 0.01 0.00 -0.02
H 0.00 0.00 0.00
H 0.00 0.00 -0.01
C 0.01 0.00 0.04
O -0.03 0.02 -0.08
C 0.04 -0.01 0.03
C -0.05 -0.04 0.05
C 0.01 0.06 -0.03
C -0.01 -0.14 -0.07
C 0.01 0.05 0.02
C -0.03 0.00 0.00
N 0.01 0.04 0.00
N 0.00 0.08 0.10
C 0.00 -0.06 -0.13
C -0.01 0.00 0.08
C -0.06 0.06 -0.05
C 0.13 0.10 0.09
O -0.08 0.13 0.40
C -0.15 -0.19 0.14
N 0.04 -0.06 -0.06
C -0.19 0.08 0.05
C 0.14 -0.02 -0.02
C -0.01 0.00 0.02
C 0.12 0.09 -0.01
H 0.01 0.00 0.01
H 0.00 -0.01 -0.01
H 0.00 0.01 0.00
H 0.01 0.00 -0.01
H 0.00 -0.01 0.00
H -0.01 -0.01 0.00
H 0.00 0.00 0.00
H 0.01 -0.01 0.03
H 0.00 -0.01 0.00
H -0.01 0.00 -0.02
H 0.00 0.00 -0.01
H 0.01 0.00 0.00
N -0.29 -0.05 -0.19
C 0.00 -0.04 -0.04
N -0.02 0.02 -0.06
N -0.02 0.02 -0.01
C -0.06 -0.19 -0.15
N -0.27 0.09 0.18
H 0.12 -0.02 0.01
H -0.02 0.03 0.06
H 0.00 0.00 0.00
H 0.00 -0.01 0.02
S -0.01 -0.07 0.00
C 0.00 0.01 0.00
C -0.02 0.05 -0.05
N 0.04 -0.06 0.10
C -0.04 0.07 -0.02
H 0.00 0.00 0.00
H 0.02 0.00 0.00
H 0.02 -0.02 0.00

Results
net charge = -2
HOMO-LUMO gap = 5.943 eV
ΔE to the lowest compared entry with this formula, charge and spin = 93.5 kJ/mol
HOMO = -2.5 eV

Here are the Mulliken charges for atoms 1 to 6, given in e: 1.4192 -0.6965 0.0595 -0.5425 -0.3397 -0.7014



Number 1: calculated total energy -118883.4535 eV. Number 2: calculated total energy -92918.9376 eV.